Record 1
# C16H48O8

8 unconnected molecules or ions with the total composition C16H48O8 in a non-equilibrium geometry (the ωB97M-V functional and the def2-TZVPD basis, the OMol25 dataset).

Summary:
LUMO level   0.30 eV
HOMO   -9.6375 eV
SMILES   CC(C)O.CC(C)O.CC(C)O.CCO.CCO.CO.CO.CO
Total energy   -1240.2050 Ha
Kohn-Sham gap   9.9 eV
Energy above the lowest of the compared OMol25 structures with the same formula, charge and spin   2.805 eV

```
! RIJCOSX wB97M-V def2-TZVPD def2/J DEFGRID3
* xyz 0 1
O -1.068 -0.317 1.894
O -4.629 -4.494 -0.364
O 1.749 2.893 0.808
O 3.832 2.893 -1.061
O -3.058 0.722 -2.675
O -3.482 -1.880 -0.784
O 4.254 -4.890 0.403
O 1.471 0.145 0.677
C -1.184 2.136 -3.334
C -1.430 0.105 4.267
C -2.607 2.056 -2.653
C 3.291 2.767 -2.336
C 3.222 4.154 -3.038
C 0.236 4.635 0.608
C 4.326 -3.512 0.693
C -2.632 2.529 -1.229
C 3.221 -3.174 1.714
C 0.399 3.147 0.522
C -1.515 -0.952 3.169
C -3.620 -4.898 0.487
C 4.113 -2.803 -0.640
C -0.583 -2.102 3.395
C 1.403 -0.305 -0.684
C -4.389 -1.222 0.046
H 4.805 -3.036 -1.438
H -4.299 -3.833 -0.979
H 3.105 3.026 -0.466
H 0.504 -1.812 3.514
H -0.807 -2.549 4.377
H -0.263 2.605 1.233
H 3.379 -2.122 2.043
H -3.629 2.439 -0.772
H 0.597 0.188 -1.217
H -5.218 -0.861 -0.591
H 2.253 -3.150 1.268
H 3.979 -4.958 -0.506
H -0.486 1.453 -2.891
H -2.673 -5.078 -0.023
H -3.090 -1.290 -1.481
H -0.452 0.537 4.153
H 4.203 4.515 -3.188
H -0.715 3.082 -3.188
H -2.419 3.622 -1.059
H 4.064 -1.722 -0.571
H 2.605 4.035 -3.918
H -1.202 -1.019 1.233
H -2.161 0.958 4.222
H -3.279 2.574 -3.349
H 3.928 2.031 -2.838
H 2.757 4.952 -2.358
H 2.272 2.305 -2.246
H 3.064 -3.103 -0.977
H -3.341 -4.201 1.312
H -3.879 -5.864 0.948
H -0.791 4.964 0.622
H 0.863 5.103 -0.164
H 5.322 -3.264 1.181
H -4.002 -0.443 0.739
H -1.270 1.829 -4.378
H 2.338 0.008 -1.117
H -4.811 -1.970 0.770
H 1.285 -1.426 -0.695
H -2.545 -1.346 3.072
H 0.134 2.889 -0.469
H -0.743 -2.857 2.575
H -1.914 1.950 -0.622
H 1.889 1.977 0.869
H -1.502 -0.384 5.238
H -3.953 0.623 -3.097
H 0.752 4.913 1.512
H 3.294 -3.757 2.640
H 0.735 -0.171 1.193
*
```

These are the Löwdin partial charges, in e, on atoms 1 to 2: -0.105, -0.112

---

Record 2
# C32H39GeN8O2PPtS

A molecular structure, C32H39GeN8O2PPtS in a non-equilibrium geometry (the ωB97M-V functional and the def2-TZVPD basis, the OMol25 dataset).

Summary:
LUMO level (spin up / spin down)   -4.84 / -7.00 eV
HOMO (spin up / spin down)   -10.1117 / -13.9319 eV
Total energy   -4766.4693 Ha
Kohn-Sham gap (spin up / spin down)   5.3 / 6.9 eV
Energy above the lowest of the compared OMol25 structures with the same formula, charge and spin   0.420 eV

```
! RIJCOSX wB97M-V def2-TZVPD def2/J DEFGRID3
* xyz 2 5
Pt -0.433 1.015 -0.928
Ge 0.864 -4.067 -1.771
S 2.939 -0.529 -1.416
P -3.485 0.712 1.076
O 2.233 -1.630 -2.230
O 4.237 -0.444 -1.979
N -4.295 2.962 -0.379
N 2.009 0.801 -1.428
N -1.979 -0.695 -0.908
N -1.729 1.001 3.243
N -2.518 1.995 -1.250
N -0.659 1.030 1.330
N -3.905 -1.616 -0.339
N 0.453 2.973 -0.879
C 0.091 5.338 -0.717
C -2.917 2.986 -2.078
C -0.411 1.156 3.522
C 4.364 -1.052 0.788
C -3.011 -0.637 -0.058
C 3.535 -1.971 2.856
C 1.735 3.171 -1.231
C -2.242 -1.726 -1.748
C 3.808 -2.512 4.217
C 0.249 1.177 2.323
C -5.134 -1.864 0.364
C 3.961 2.288 -1.765
C -2.806 0.904 4.194
C 3.075 -1.061 0.275
C -3.356 1.998 -0.212
C 2.571 2.042 -1.487
C 1.413 5.585 -1.110
C 2.768 -4.553 -1.545
C -0.331 4.048 -0.570
C 0.863 -2.039 -2.161
C 4.465 3.555 -1.792
C -1.855 0.933 1.900
C 2.269 4.492 -1.317
C 0.107 -4.978 -3.361
C -4.025 3.591 -1.550
C 2.005 -1.481 1.045
C -0.291 -4.393 -0.169
C -3.429 -2.308 -1.400
C -5.352 3.285 0.540
C 3.637 4.667 -1.582
C 2.248 -1.949 2.326
C 4.589 -1.493 2.075
H 0.996 -1.457 0.663
H -0.454 -5.463 -0.066
H -0.577 6.157 -0.514
H 4.044 5.664 -1.612
H 4.381 -1.796 4.803
H -5.774 4.257 0.288
H 3.170 -4.232 -0.587
H 2.885 -5.631 -1.629
H 0.344 -1.402 -1.438
H 1.427 -2.320 2.917
H -3.947 -3.137 -1.834
H -4.947 -1.936 1.438
H 0.294 -6.047 -3.287
H 5.177 -0.723 0.160
H -4.961 3.317 1.559
H 1.781 6.589 -1.224
H -1.319 3.824 -0.202
H 1.296 1.287 2.124
H 5.516 3.703 -1.981
H -2.394 3.215 -2.987
H 3.340 -4.084 -2.342
H -5.845 -1.053 0.183
H -0.966 -4.830 -3.448
H 4.410 -3.417 4.139
H -1.261 -3.920 -0.299
H 2.891 -2.760 4.742
H 5.593 -1.483 2.472
H 0.452 -1.840 -3.152
H -2.404 0.882 5.204
H -1.591 -1.998 -2.551
H -3.480 1.758 4.103
H -4.629 4.392 -1.921
H 0.587 -4.618 -4.267
H -6.152 2.544 0.498
H 0.169 -4.032 0.746
H -0.037 1.238 4.522
H 4.613 1.459 -1.966
H -3.376 -0.010 4.020
H -5.568 -2.797 0.009
*
```

These are the Löwdin partial charges, in e, on atoms 1 to 2: 1.194, 0.909

---

Record 3
# C6H24F2O6V

A molecular structure, C6H24F2O6V in a non-equilibrium geometry (the ωB97M-V functional and the def2-TZVPD basis, the OMol25 dataset).

Summary:
LUMO level (spin up / spin down)   -2.84 / -8.87 eV
HOMO (spin up / spin down)   -10.9233 / -13.0155 eV
Total energy   -1837.7858 Ha
Kohn-Sham gap (spin up / spin down)   8.1 / 4.1 eV
Energy above the lowest of the compared OMol25 structures with the same formula, charge and spin   1.421 eV

```
! RIJCOSX wB97M-V def2-TZVPD def2/J DEFGRID3
* xyz 1 5
V 8.558 20.471 24.255
F 7.538 21.978 23.221
F 7.277 20.845 25.808
O 10.576 20.953 23.238
O 5.410 22.855 22.011
O 8.103 24.679 22.742
O 9.731 21.848 25.619
O 6.727 23.223 18.923
O 8.755 19.265 22.287
C 8.012 23.365 19.512
C 8.101 19.579 21.057
C 4.317 22.930 22.846
C 10.846 21.723 22.060
C 7.319 25.290 23.764
C 9.827 23.242 25.311
H 3.478 23.412 22.357
H 6.303 24.898 23.745
H 9.577 23.440 24.273
H 11.598 22.478 22.280
H 7.525 18.743 20.656
H 6.158 23.840 19.393
H 7.773 23.766 22.723
H 4.037 21.896 23.160
H 9.155 23.796 25.966
H 11.404 20.593 23.569
H 6.149 22.509 22.603
H 8.469 24.351 19.432
H 9.905 22.135 21.705
H 7.760 25.184 24.760
H 11.217 21.088 21.249
H 8.717 22.641 19.100
H 7.293 26.367 23.590
H 9.293 18.483 22.132
H 10.856 23.580 25.451
H 7.446 20.435 21.195
H 8.815 19.865 20.279
H 4.583 23.366 23.828
H 10.102 21.728 26.497
H 7.911 23.060 20.563
*
```

These are the Löwdin partial charges, in e, on atoms 1 to 2: 1.066, -0.449

---

Which of these has the lowest total energy?
C32H39GeN8O2PPtS

---

The highest energy above the lowest of the compared OMol25 structures with the same formula, charge and spin belongs to which entry?
C16H48O8